[1]
# C16H15BrNiSe

C16H15BrNiSe as an isolated structure (the ωB97M-V functional and the def2-TZVPD basis, OMol25).

Computed properties:
Multiplicity: 3
<S²>: 2.013
HOMO level (alpha / beta) (Eh): 0.0057 / 0.0054
Energy relative to the best compared isomer or geometry (same formula, charge and spin) (kJ/mol): 20.4
Largest force on an atom (eV/A): 2.5
Charge: -2
Orbital gap (alpha / beta) (hartree): 0.1713 / 0.1714

```
34
Properties=species:S:1:pos:R:3:forces:R:3
C -1.95113 -1.05597 -0.64774 -1.908 0.858 0.727
C -1.78731 -1.57493 0.69171 -0.355 0.550 -1.004
C -1.83303 -0.49890 1.58715 -0.389 0.314 -0.202
H -1.75213 -2.63212 0.93351 0.386 0.229 -0.001
C -2.00897 0.71208 0.85409 -1.351 -0.619 -0.486
C -2.22923 0.36640 -0.52233 0.310 -1.069 0.552
H -2.61457 0.98580 -1.32380 0.379 0.104 0.109
H -2.05994 -1.61868 -1.57408 0.075 0.187 0.516
H -1.87051 -0.59032 2.67372 0.476 0.130 -0.314
H -2.14613 1.70408 1.26581 0.198 -0.118 0.016
Ni -0.09512 0.06462 -0.54980 -1.572 -0.624 0.427
Br 0.62165 -1.78178 -1.56642 1.773 -1.585 -0.821
C 2.27649 0.44543 -4.23459 -0.499 -0.456 -0.485
C 1.19847 1.24275 -4.72213 -0.038 -0.676 0.020
C 0.20611 0.36274 -5.25500 0.584 -0.172 0.303
H 1.13741 2.33115 -4.68820 0.004 -0.221 0.019
C 0.67248 -0.97402 -5.09462 0.657 0.570 0.041
C 1.95896 -0.92506 -4.47699 -0.476 0.845 -0.519
H 2.57605 -1.78249 -4.21716 -0.174 0.177 0.066
H 3.18120 0.80935 -3.74730 -0.218 -0.044 -0.087
H -0.74445 0.65888 -5.70052 0.173 -0.038 0.124
H 0.13718 -1.88154 -5.37263 0.070 0.186 0.066
Se 1.20667 1.32776 0.75416 1.994 1.466 0.594
C 0.82130 0.77665 2.52249 -0.097 -0.202 0.541
C 0.05666 1.63360 3.34485 0.439 -0.573 0.080
C -0.20169 1.29087 4.66898 0.093 -0.081 -0.200
C 0.29489 0.09662 5.19480 0.226 0.038 0.027
C 1.09707 -0.73785 4.40865 -0.056 0.084 -0.434
C 1.34199 -0.42354 3.06568 -0.296 0.654 0.385
H -0.31585 2.56971 2.93482 0.068 -0.209 0.005
H -0.77875 1.98068 5.28584 0.046 -0.244 -0.029
H 0.09524 -0.16331 6.22979 0.021 0.011 -0.034
H 1.55484 -1.63926 4.83298 -0.311 0.285 -0.104
H 1.95416 -1.07941 2.44430 -0.230 0.242 0.101
```
Positions in Å, forces in eV/Å.

[2]
# C3H6N2S2

A 2-piece molecular cluster, C3H6N2S2 overall (the ωB97M-V functional and the def2-TZVPD basis, OMol25).

Computed properties:
HOMO level (alpha / beta) (Eh): -0.2490 / -0.3035
Energy relative to the best compared isomer or geometry (same formula, charge and spin) (kJ/mol): 415.8
Largest force on an atom (eV/A): 3.1
Orbital gap (alpha / beta) (hartree): 0.2202 / 0.3045

```
13
Properties=species:S:1:pos:R:3:forces:R:3
C -0.02471 -1.35072 -0.78354 2.409 -0.892 -1.511
C -1.03521 -1.95834 -1.48268 0.527 0.917 1.764
C 1.49436 2.17903 0.86628 -0.382 1.100 2.503
N -1.59235 -0.80553 0.59023 -1.889 -2.081 -1.341
N -0.32902 -0.68175 0.30880 1.001 1.193 1.118
S -2.52786 -1.78176 -0.64899 0.727 1.079 0.692
S 0.22941 1.75647 -0.30598 0.104 0.150 -0.081
H 1.08537 -1.45174 -1.11404 -2.251 0.490 0.734
H -0.73426 -2.52419 -2.30044 -0.528 -1.061 -1.413
H 2.39964 2.59466 0.50381 0.606 0.760 -1.217
H 1.92977 1.35885 1.40757 -0.370 -1.188 0.140
H 1.19262 2.86942 1.73929 -0.082 -0.837 -1.469
H -2.08776 -0.20439 1.21968 0.128 0.369 0.082
```
Positions in Å, forces in eV/Å.

[3]
# C18H20ClNO3S

One molecule with the formula C18H20ClNO3S (the ωB97M-V functional and the def2-TZVPD basis, OMol25).

Computed properties:
HOMO level (Eh): -0.3116
Energy relative to the best compared isomer or geometry (same formula, charge and spin) (kJ/mol): 0.0
Largest force on an atom (eV/A): 1.1
Orbital gap (hartree): 0.3287

```
44
Properties=species:S:1:pos:R:3:forces:R:3
C 6.29973 0.16092 2.11983 -0.248 -0.107 -0.316
C 6.00495 -0.43976 0.75228 0.568 0.251 0.083
O 4.60385 -0.56520 0.52685 -0.324 -0.120 0.023
C 3.96113 0.53068 0.09218 -0.009 0.198 -0.114
O 4.51838 1.58278 -0.13125 0.057 0.000 0.046
C 2.52857 0.31052 -0.09383 -0.370 0.110 -0.055
C 1.65462 1.30784 -0.53518 0.366 -0.105 0.024
C 1.93346 2.72110 -0.87252 0.038 0.129 -0.011
N 0.43012 0.77291 -0.62102 -0.005 0.151 -0.037
C 0.44940 -0.55037 -0.22121 0.943 -0.398 0.335
C -0.70762 -1.40770 -0.21737 -0.674 -0.214 0.043
O -0.71516 -2.53527 0.24289 0.028 0.099 -0.062
C -1.98982 -0.89412 -0.88384 -0.357 0.224 0.080
C -1.81125 -0.74188 -2.38992 -0.096 -0.075 0.021
S -2.56165 0.66718 -0.08369 0.144 -0.155 0.089
C -4.30119 0.42913 0.12322 0.171 -0.022 -0.128
C -5.07140 -0.35898 -0.72069 -0.011 0.056 0.102
C -6.43054 -0.48348 -0.49738 -0.132 0.008 0.073
C -7.02087 0.19595 0.55573 0.229 0.029 -0.039
Cl -8.72004 0.04084 0.82760 -0.187 -0.016 0.035
C -6.26147 1.00239 1.39106 -0.153 -0.042 -0.075
C -4.90319 1.11393 1.17452 0.099 -0.080 -0.150
C 1.76673 -0.86457 0.11477 -0.484 0.208 -0.158
C 2.26867 -2.17861 0.58138 -0.096 -0.300 0.010
H 7.37305 0.18337 2.28543 0.124 0.006 0.049
H 5.83070 -0.43308 2.90069 0.006 -0.050 0.095
H 5.91408 1.17631 2.16751 0.016 0.069 0.035
H 6.43806 0.18715 -0.03467 -0.042 -0.192 0.098
H 6.39691 -1.45651 0.67695 -0.060 0.125 -0.035
H 1.03618 3.21728 -1.23547 -0.054 0.066 -0.034
H 2.30792 3.24530 0.00523 0.008 0.073 -0.005
H 2.71781 2.77721 -1.62488 -0.016 0.056 -0.024
H -0.40483 1.29141 -0.84862 0.138 0.115 -0.050
H -2.76344 -1.63303 -0.66295 0.200 0.028 0.040
H -2.71333 -0.33941 -2.84698 -0.021 0.015 -0.032
H -0.98171 -0.08084 -2.62827 0.026 0.045 -0.070
H -1.60538 -1.71818 -2.82579 0.061 -0.070 -0.083
H -4.63077 -0.88019 -1.55582 0.060 -0.029 -0.070
H -7.03000 -1.10183 -1.14681 -0.091 -0.044 -0.033
H -6.72890 1.52959 2.20732 -0.073 0.034 0.071
H -4.29674 1.73038 1.81993 0.037 0.039 0.124
H 2.67600 -2.08282 1.58644 0.054 -0.053 0.054
H 1.46327 -2.90597 0.58908 0.075 -0.020 0.031
H 3.07571 -2.52238 -0.06274 0.053 -0.043 0.023
```
Positions in Å, forces in eV/Å.